Version one
{"formula": "C6H16N", "method": "wB97M-V/def2-TZVPD", "charge": 1, "homo_ev": -13.845, "symbols": ["C", "C", "C", "C", "C", "C", "N", "H", "H", "H", "H", "H", "H", "H", "H", "H", "H", "H", "H", "H", "H", "H", "H"], "coordinates": [[1.39, -1.23, -0.64], [0.41, -0.41, 0.45], [0.65, 1.16, 0.09], [-0.34, 1.02, -1.13], [-1.46, -0.06, -1.15], [-2.67, 0.38, -0.47], [1.77, -0.62, 2.27], [2.31, -0.84, -1.32], [0.73, -1.96, -1.34], [2.09, -1.88, 0.08], [-0.35, -0.70, 1.09], [1.65, 1.24, 0.68], [0.48, 2.03, 1.09], [-0.94, 1.82, -1.05], [0.01, 1.16, -2.07], [-1.19, -1.10, -0.89], [-1.71, -0.20, -2.34], [-2.68, 1.50, -0.46], [-3.60, -0.10, -1.00], [-2.96, -0.52, 0.62], [1.52, -1.45, 2.77], [2.42, 0.32, 1.94], [1.87, -0.17, 3.36]]}

***

Version two
{"formula": "C6H16N", "method": "wB97M-V/def2-TZVPD", "charge": 1, "homo_ev": -15.075, "symbols": ["C", "C", "C", "C", "C", "C", "N", "H", "H", "H", "H", "H", "H", "H", "H", "H", "H", "H", "H", "H", "H", "H", "H"], "coordinates": [[-2.34, -0.52, -1.01], [-1.93, -0.24, 0.43], [-0.79, 0.80, 0.53], [0.13, 0.68, 1.73], [0.86, -0.65, 1.82], [1.63, -0.80, 0.49], [0.82, -1.14, -0.54], [-2.78, 0.37, -1.47], [-1.45, -0.73, -1.61], [-3.04, -1.35, -1.11], [-1.82, -1.16, 1.01], [-2.79, 0.29, 0.87], [-0.23, 0.67, -0.44], [-1.27, 1.78, 0.49], [0.81, 1.54, 1.78], [-0.50, 0.81, 2.63], [1.55, -0.74, 2.62], [0.16, -1.49, 1.77], [2.48, -1.50, 0.61], [2.16, 0.14, 0.18], [3.53, 1.92, -4.64], [3.40, 2.63, -4.74], [1.41, -1.31, -1.38]]}

***

Top of the stability list: version two, leading by 6.198 eV.

***

Version one
{"formula": "CHF3O", "method": "wB97M-V/def2-TZVPD", "homo_ev": [-10.850, -10.850], "symbols": ["C", "O", "F", "F", "F", "H"], "coordinates": [[-0.21, -0.30, -0.01], [0.97, -0.37, 0.49], [-0.89, 1.72, 0.25], [-1.15, -0.96, 0.57], [-0.36, -0.21, -1.30], [1.64, 0.13, 0.00]]}

***

Version two
{"formula": "CHF3O", "method": "wB97M-V/def2-TZVPD", "homo_ev": -12.575, "symbols": ["C", "O", "F", "F", "F", "H"], "coordinates": [[0.01, -0.48, 1.16], [-0.66, -1.15, 0.43], [1.30, -0.73, 1.34], [-0.35, 0.62, 1.74], [-0.42, 0.50, -2.51], [0.11, 1.24, -2.16]]}

***

Top of the stability list: version two, leading by 2.210 eV.

***

Version one
{"formula": "C5H8O3", "method": "wB97M-V/def2-TZVPD", "homo_ev": -9.053, "symbols": ["C", "C", "C", "C", "C", "H", "H", "H", "H", "H", "H", "H", "H", "O", "O", "O"], "coordinates": [[-0.11, 1.63, 0.42], [-0.59, 0.45, -0.31], [0.89, -1.35, 0.26], [2.27, -1.49, 0.10], [-1.99, 0.01, 0.03], [1.73, 1.34, -0.03], [-0.84, 2.46, 0.30], [0.01, 1.31, 1.56], [-0.64, 0.73, -1.48], [0.34, -1.73, 1.15], [2.88, -2.03, 0.86], [2.60, -1.19, -0.95], [-2.70, 0.98, 0.04], [1.25, 2.14, -0.07], [0.31, -0.60, -0.60], [-2.34, -1.22, 0.11]]}

***

Version two
{"formula": "C5H8O3", "method": "wB97M-V/def2-TZVPD", "homo_ev": [-7.918, -7.918], "symbols": ["C", "C", "C", "C", "C", "O", "O", "O", "H", "H", "H", "H", "H", "H", "H", "H"], "coordinates": [[-0.98, 1.46, 0.93], [-0.77, -1.87, -0.80], [1.58, 0.35, -0.18], [-1.54, -0.59, -0.83], [2.68, 0.44, 0.53], [1.02, 0.39, -1.24], [-1.23, 0.19, 0.38], [-2.57, -0.41, -1.39], [-0.72, 2.00, 0.01], [-1.06, 1.10, 1.97], [-0.93, 2.44, 1.41], [-0.21, -1.99, 0.12], [-1.45, -2.73, -0.88], [-0.14, -1.85, -1.69], [3.63, 0.57, 0.05], [2.71, 0.50, 1.60]]}

***

Version three
{"formula": "C5H8O3", "method": "wB97M-V/def2-TZVPD", "homo_ev": -8.980, "symbols": ["C", "C", "C", "C", "C", "H", "H", "H", "H", "H", "H", "H", "H", "O", "O", "O"], "coordinates": [[1.79, 0.14, 0.26], [0.45, 0.72, -0.24], [-0.98, 1.19, 0.07], [-1.57, -0.98, -0.14], [0.52, -0.58, 0.51], [2.53, -0.32, -1.49], [2.39, 0.48, 1.16], [0.46, 0.52, -1.32], [-1.18, 2.19, -0.30], [-1.19, 1.18, 1.09], [-2.28, -1.56, -0.65], [-1.91, -0.96, 0.94], [0.24, -0.64, 1.54], [2.78, -0.23, -0.56], [-1.76, 0.34, -0.64], [-0.29, -1.49, -0.23]]}

***

Top of the stability list: version one, leading by 0.435 eV.

***

Version one
{"formula": "C5H8O3", "method": "wB97M-V/def2-TZVPD", "homo_ev": -8.806, "symbols": ["C", "C", "C", "C", "C", "H", "H", "H", "H", "H", "H", "H", "H", "O", "O", "O"], "coordinates": [[-0.14, 0.51, 1.91], [0.56, -0.32, 0.82], [0.01, -1.03, -1.29], [-0.55, 0.27, -1.77], [0.99, 0.07, -1.43], [-1.87, 0.81, 2.20], [-0.28, -0.11, 2.81], [0.40, 1.46, 2.03], [1.50, -0.88, 1.21], [0.04, -1.98, -1.92], [-0.76, 0.37, -2.89], [-1.22, 0.81, -1.08], [1.84, 0.06, -2.00], [-1.45, 0.60, 1.43], [-0.24, -1.17, 0.10], [1.17, 0.52, -0.14]]}

***

Version two
{"formula": "C5H8O3", "method": "wB97M-V/def2-TZVPD", "homo_ev": -9.118, "symbols": ["C", "C", "C", "C", "C", "H", "H", "H", "H", "H", "H", "H", "H", "O", "O", "O"], "coordinates": [[-0.46, 0.34, -1.13], [-1.02, -0.88, -0.52], [0.00, -0.81, 1.58], [1.02, -0.08, 1.39], [0.93, 0.68, -0.83], [-0.46, 2.00, 0.31], [-0.62, 0.25, -2.18], [-0.62, -1.89, -0.76], [-2.07, -0.90, -0.89], [-0.01, -1.38, 2.52], [1.99, -0.18, 1.97], [1.21, 1.49, -1.34], [1.43, -0.27, -0.99], [-1.21, 1.38, -0.59], [-1.14, -0.74, 0.91], [1.02, 0.97, 0.55]]}

***

Version three
{"formula": "C5H8O3", "method": "wB97M-V/def2-TZVPD", "homo_ev": -7.921, "symbols": ["C", "C", "C", "C", "C", "O", "O", "O", "H", "H", "H", "H", "H", "H", "H", "H"], "coordinates": [[-0.18, -0.30, 0.13], [1.89, 0.40, 0.20], [-1.20, 0.54, 0.16], [2.80, -0.74, -0.06], [-2.69, 0.23, -0.06], [-0.99, 1.87, 0.10], [-0.15, -1.64, 0.34], [2.08, 1.56, 0.28], [3.60, -0.48, -0.67], [3.10, -1.01, 0.88], [2.18, -1.53, -0.60], [-3.43, 0.79, 0.62], [-2.85, -0.74, 0.12], [-3.01, 0.62, -1.08], [-0.98, -1.82, -0.05], [-0.17, 2.24, -0.29]]}

***

Top of the stability list: version one, leading by 0.721 eV.

***

Version one
{"formula": "C6H6N2O", "method": "wB97M-V/def2-TZVPD", "homo_ev": -8.656, "symbols": ["C", "C", "C", "C", "C", "C", "H", "H", "H", "H", "H", "H", "N", "N", "O"], "coordinates": [[1.21, 0.66, 0.00], [0.22, -0.32, -0.08], [-1.19, 0.18, -0.04], [-1.59, 1.39, 0.09], [-1.93, -1.13, -0.18], [0.26, -1.68, 0.08], [3.24, 1.02, 0.63], [2.67, -0.75, -0.36], [1.03, 1.67, 0.59], [-0.77, 2.18, 0.07], [-2.72, 1.89, -0.32], [-3.14, -0.99, -0.15], [2.51, 0.35, -0.36], [-1.16, -2.20, -0.06], [1.35, -2.29, 0.10]]}

***

Version two
{"formula": "C6H6N2O", "method": "wB97M-V/def2-TZVPD", "homo_ev": [-8.633, -8.633], "symbols": ["C", "C", "C", "C", "C", "C", "N", "N", "O", "H", "H", "H", "H", "H", "H"], "coordinates": [[-2.87, -0.01, 0.05], [0.51, 1.25, 0.17], [1.71, 0.68, -0.05], [-0.85, 0.91, 0.11], [2.30, -0.61, -0.05], [-1.51, -0.31, -0.06], [-4.00, 0.22, 0.25], [-0.91, -1.49, -0.29], [1.89, -1.79, 0.03], [0.50, 2.38, 0.39], [2.53, 1.32, -0.09], [-1.59, 1.69, 0.32], [3.41, -0.43, -0.22], [0.13, -1.36, -0.23], [-1.26, -2.44, -0.33]]}

***

Top of the stability list: version two, leading by 2.694 eV.

***

Version one
{"formula": "C2H5FN2", "method": "wB97M-V/def2-TZVPD", "homo_ev": -8.972, "symbols": ["C", "C", "H", "H", "H", "H", "H", "N", "N", "F"], "coordinates": [[0.09, 1.11, -0.35], [1.02, 0.07, 0.26], [-0.44, -1.39, 0.42], [-2.30, -0.95, -0.54], [0.21, 2.26, -0.35], [2.19, 0.36, 0.43], [0.96, -0.43, 1.21], [-1.41, -0.70, 0.17], [-1.13, 0.60, -0.46], [0.80, -0.94, -0.79]]}

***

Version two
{"formula": "C2H5FN2", "method": "wB97M-V/def2-TZVPD", "homo_ev": -8.942, "symbols": ["C", "C", "N", "N", "F", "H", "H", "H", "H", "H"], "coordinates": [[-2.06, 0.29, -0.10], [1.42, -0.19, -0.18], [-0.89, -0.09, -0.25], [0.18, 0.46, -0.40], [0.30, 1.92, -0.01], [-2.84, -0.43, -0.25], [-2.70, 1.10, 0.16], [2.26, 0.34, -0.44], [1.51, -0.54, 0.84], [1.37, -1.07, -0.98]]}

***

Top of the stability list: version two, leading by 0.224 eV.